This record from the Open Molecules 2025 dataset describes a molecular structure, C21H28F5O2Pm at a distorted geometry. The level of theory is the ωB97M-V functional and the def2-TZVPD basis.

Each line ends with the Löwdin charge.
Geometry (Å):
1 O 1.3361 2.0026 -0.0304  -0.12
2 C 2.7591 1.6576 -0.4065  -0.15
3 C 3.3220 3.0507 -0.3958  -0.08
4 H 2.7583 1.2228 -1.4063  0.12
5 H 3.2481 0.9973 0.3243  0.12
6 C 1.8608 3.3722 -0.0382  -0.61
7 H 3.6606 3.4111 -1.3668  0.12
8 H 4.0134 3.2984 0.4118  0.12
9 C 1.2620 4.2560 -1.1054  -0.02
10 H 1.3988 3.8520 -2.1096  0.09
11 H 1.7799 5.2151 -1.0663  0.09
12 H 0.2102 4.4367 -0.8914  0.08
13 C 1.8186 3.9925 1.3360  -0.02
14 H 2.3535 3.3428 2.0425  0.10
15 H 0.7692 4.1309 1.6203  0.09
16 H 2.3442 4.9598 1.3081  0.10
17 Pm -1.6813 -0.1513 0.4370  1.73
18 C -3.0613 -1.3827 2.3744  -0.20
19 C -2.2434 -2.4161 1.8482  -0.20
20 C -0.8890 -2.1135 2.1285  -0.21
21 H -2.6177 -3.3662 1.4562  0.11
22 C -0.8475 -0.8645 2.8234  -0.23
23 C -2.2050 -0.4087 2.9809  -0.23
24 H -2.5257 0.4862 3.4963  0.10
25 H -4.1465 -1.3738 2.3683  0.11
26 H -0.0510 -2.7962 1.9652  0.10
27 H 0.0509 -0.3620 3.1780  0.10
28 C -4.2227 -0.0325 -0.2506  -0.19
29 C -3.9185 1.1146 0.5404  -0.23
30 C -3.0144 1.9398 -0.1990  -0.24
31 H -4.3157 1.3123 1.5393  0.11
32 C -2.7550 1.2869 -1.4476  -0.22
33 C -3.4957 0.0692 -1.4709  -0.20
34 H -3.6360 -0.5780 -2.3243  0.10
35 H -4.9607 -0.7973 -0.0324  0.12
36 H -2.6258 2.9054 0.1177  0.10
37 H -2.1646 1.6710 -2.2804  0.11
38 O 2.7094 -1.0505 -1.3492  -0.15
39 C 1.7756 -1.1194 -0.1830  -0.20
40 C 2.5439 -1.9339 0.8586  -0.16
41 H 0.8837 -1.7774 -0.4371  0.11
42 H 1.4581 -0.1272 0.1829  0.08
43 C 3.2491 -2.9707 -0.0584  -0.14
44 H 1.9624 -2.3900 1.6520  0.09
45 H 3.2368 -1.2767 1.3969  0.11
46 C 3.0433 -2.4434 -1.4784  -0.19
47 H 2.6486 -3.8785 0.0528  0.11
48 H 4.2860 -3.2052 0.2333  0.11
49 H 2.1629 -2.9767 -1.8781  0.12
50 H 3.8861 -2.5498 -2.1729  0.13
51 F -1.3837 -3.7448 -0.5279  -0.02
52 C -2.1248 -2.7292 -1.0964  -0.38
53 F -3.4302 -3.1409 -0.9966  0.00
54 C -1.7196 -2.5612 -2.5612  -0.55
55 F -1.1085 -3.6649 -3.0498  0.12
56 F -2.8105 -2.2900 -3.3307  0.10
57 F -0.8370 -1.5103 -2.7318  0.07

Cartesian forces (eV/Å) of the 2 atoms listed first:
O 2.3 0.6 -0.4
C 0.2 -1.6 -0.3

Values from the calculation:
E_tot: -56465.14452 eV
<S²>: 6.010
relative energy (zero: lowest compared OMol25 entry of this formula, charge and spin): 79.96 kJ/mol
multiplicity: 5
HOMO level (spin up / spin down): -7.5 / -7.5 eV
F_max: 3.0 eV/A

---

This record from the Open Molecules 2025 dataset describes a molecular structure, C21H28FNO3Zr at a distorted geometry. The level of theory is the ωB97M-V functional and the def2-TZVPD basis.

Each line ends with the Löwdin charge.
Geometry (Å):
1 C 8.9883 0.0491 1.0292  -0.04
2 C 7.4226 -0.4316 1.0106  -0.17
3 O 6.6850 0.1159 -0.1340  -0.43
4 C 5.2145 -0.0019 0.0457  -0.11
5 C 4.5140 1.0446 -1.0371  -0.25
6 C 3.2967 1.8987 -0.4033  -0.12
7 C 1.8281 1.5201 -1.0413  -0.14
8 C 1.0320 0.5712 0.0035  -0.12
9 C -0.5769 0.7380 -0.0606  0.08
10 C -1.2816 2.1438 -0.3738  0.08
11 C -2.8269 2.2380 -0.4574  0.14
12 C -3.7887 0.9676 -0.2371  0.06
13 C -5.3416 1.2112 -0.3988  -0.03
14 C -5.7321 2.4258 0.6424  -0.25
15 C -7.1928 2.2542 1.2889  -0.01
16 F -5.7181 3.7145 -0.0467  -0.05
17 C -3.1062 -0.4129 0.1212  0.07
18 C -1.5441 -0.5179 0.2036  0.10
19 C -0.9465 -1.9801 0.5711  -0.25
20 O 0.1333 -2.1656 1.1880  0.07
21 C -1.8062 -3.2769 0.1624  0.10
22 C -3.2458 -3.1450 0.0885  -0.03
23 C -4.0611 -4.4955 -0.2841  -0.17
24 N -3.8760 -4.8610 -1.7307  0.11
25 C -3.9614 -1.7303 0.4090  -0.20
26 O -5.1162 -1.7741 0.8944  0.14
27 H 9.6720 -0.8719 1.1716  0.12
28 H 9.2612 0.6173 0.0560  0.08
29 H 9.1866 0.7148 1.9554  0.11
30 H 7.4701 -1.5880 0.9831  0.16
31 H 7.0009 -0.1233 2.0350  0.16
32 H 4.9579 -1.0989 -0.1782  0.17
33 H 4.9333 0.2747 1.1225  0.16
34 H 4.2657 0.4939 -2.0296  0.12
35 H 5.3720 1.8266 -1.2931  -0.01
36 H 3.5145 3.0163 -0.5847  0.15
37 H 3.2931 1.6608 0.7306  0.13
38 H 1.2457 2.4447 -1.3796  0.11
39 H 2.0782 0.8590 -1.9619  0.12
40 H 1.3149 0.8319 1.1008  0.17
41 H 1.3476 -0.5158 -0.2473  0.14
42 H -0.6480 3.0760 -0.5460  0.12
43 H -3.2988 3.2697 -0.6862  0.16
44 H -6.0019 0.3031 -0.1937  0.13
45 H -5.5594 1.6539 -1.4536  0.19
46 H -4.9609 2.5189 1.4899  0.16
47 H -8.0478 2.6872 0.6666  0.12
48 H -7.4058 1.1335 1.4600  0.10
49 H -7.2226 2.7404 2.3370  0.12
50 H -1.2423 -4.2507 -0.0265  0.16
51 H -5.1770 -4.4404 0.0211  0.16
52 H -3.5401 -5.3401 0.3174  0.15
53 H -2.9216 -4.6235 -2.0595  0.10
54 H -4.5535 -4.2758 -2.2445  0.11
55 Zr 6.6740 0.9055 -2.0160  1.73

Cartesian forces (eV/Å) of the 2 atoms listed first:
C -0.3 -0.1 0.3
C 3.4 -1.4 2.5

Values from the calculation:
E_tot: -33801.82190 eV
HOMO level: -18.7 eV
net charge: +4
F_max: 4.9 eV/A

---

This record from the Open Molecules 2025 dataset describes a molecular structure, C21H28IN3PdSi at a distorted geometry. The level of theory is the ωB97M-V functional and the def2-TZVPD basis.

Each line ends with the Löwdin charge.
Geometry (Å):
1 C 2.1580 0.7672 2.5008  -0.23
2 C 2.2069 -0.7481 2.4062  -0.35
3 H 3.1914 0.9244 2.5051  0.02
4 H 1.6199 0.9070 3.4570  0.10
5 H 1.6862 1.5730 1.8539  0.07
6 H 2.1619 -1.6438 1.6488  0.05
7 H 3.1940 -1.0293 2.9253  0.12
8 H 1.3760 -0.9671 3.0699  0.05
9 C 1.5550 2.4909 -1.2115  -0.08
10 C 1.6555 3.3116 -2.3420  -0.01
11 C 1.7138 2.7882 -3.6417  0.03
12 C 1.6758 1.3898 -3.6957  0.02
13 H 1.5897 2.9592 -0.2172  0.13
14 H 1.8060 4.3728 -2.2106  0.12
15 H 1.8587 3.3602 -4.5674  0.14
16 H 1.6509 0.8033 -4.5964  0.11
17 N 1.4859 1.1591 -1.3704  -0.09
18 C 1.6377 0.5634 -2.5819  -0.26
19 C 1.4722 -0.8836 -2.5833  -0.24
20 N 1.1518 -1.4124 -1.3606  -0.09
21 C 0.9961 -2.7400 -1.1983  -0.09
22 C 1.1080 -3.0781 -3.6052  0.03
23 C 0.9389 -3.5842 -2.3033  -0.01
24 H 0.9756 -3.1987 -0.2032  0.13
25 H 0.8113 -4.6556 -2.1346  0.13
26 C 1.3636 -1.6987 -3.7108  0.03
27 H 1.4342 -1.1349 -4.6354  0.12
28 H 1.0762 -3.6866 -4.5099  0.13
29 Pd 1.2826 -0.1163 0.1599  0.76
30 I 4.0447 -0.4359 -0.1072  0.58
31 C -1.7982 0.2474 -2.1256  -0.15
32 Si -2.1189 0.3200 -0.2741  0.44
33 C -2.7033 1.9751 0.1903  -0.15
34 C -3.3072 -0.9919 0.1436  -0.15
35 N -0.6248 0.0481 0.7670  0.00
36 C -0.9385 -0.0687 2.1378  -0.40
37 C -1.0021 1.0878 2.8784  -0.07
38 C -1.3932 1.0349 4.1985  -0.02
39 C -1.7433 -0.2144 4.7588  0.00
40 C -1.7034 -1.3966 3.9729  -0.02
41 C -1.2609 -1.3381 2.6399  -0.03
42 H -2.8245 0.3515 -2.5458  0.06
43 H -1.3816 -0.6999 -2.5234  0.04
44 H -1.1932 1.0816 -2.5335  0.04
45 H -3.5740 2.1307 -0.4668  0.07
46 H -3.0475 2.1108 1.2280  0.06
47 H -1.9880 2.7895 -0.0034  0.05
48 H -2.9662 -2.0248 -0.0092  0.05
49 H -3.7537 -0.9761 1.1462  0.06
50 H -4.1363 -0.8319 -0.5585  0.06
51 H -0.6747 1.9690 2.3246  0.13
52 H -1.4347 1.9408 4.8051  0.13
53 H -2.1289 -0.2912 5.7767  0.13
54 H -2.0126 -2.3989 4.3691  0.14
55 H -1.1685 -2.2117 1.9633  0.13

Cartesian forces (eV/Å) of the 2 atoms listed first:
C -0.9 1.2 -0.3
C -0.3 -3.4 1.7

Values from the calculation:
E_tot: -46141.20308 eV
<S²>: 6.029
multiplicity: 5
HOMO level (spin up / spin down): -14.3 / -14.8 eV
net charge: +2
F_max: 3.8 eV/A

---

This record from the Open Molecules 2025 dataset describes a molecular structure, C21H28N12O7SSc at a distorted geometry. The level of theory is the ωB97M-V functional and the def2-TZVPD basis.

Each line ends with the Löwdin charge.
Geometry (Å):
1 Sc -0.7862 0.4449 -0.7560  0.91
2 C -1.8793 0.9519 -4.8137  -0.02
3 O -1.9742 -0.4182 -4.4580  -0.02
4 C -2.2355 -0.7651 -3.2154  -0.57
5 O -2.1553 0.0324 -2.2459  -0.09
6 N -2.5225 -2.0335 -3.1276  0.07
7 N -3.0067 -2.5075 -1.8600  0.09
8 H -1.2990 1.4809 -4.0676  0.05
9 H -2.8844 1.3585 -4.8360  0.10
10 H -1.4328 1.0327 -5.8509  0.13
11 H -2.4662 -2.5492 -3.9855  0.17
12 H -2.1512 -2.6228 -1.2865  0.06
13 H -3.5675 -3.3188 -2.0529  0.10
14 N -2.8768 -0.2856 0.4844  0.01
15 N -3.5595 0.7507 1.1007  0.04
16 C -3.3249 2.0430 0.6276  -0.28
17 N -3.8647 3.0909 1.1893  0.24
18 N -2.4584 2.0738 -0.4626  0.06
19 N -2.3254 3.1649 -1.1536  -0.46
20 O -1.6460 2.9843 -2.1506  0.06
21 O -2.8298 4.2123 -0.8531  0.08
22 H -3.3905 -0.8048 -0.2311  0.10
23 H -2.4337 -0.8699 1.1417  0.08
24 H -4.1202 0.5536 1.9185  0.16
25 H -4.4735 2.9716 1.9576  0.12
26 H -3.7124 3.9716 0.7379  0.10
27 O -0.6238 0.5836 1.3908  -0.20
28 N 0.1427 1.4481 1.8985  0.05
29 N 0.6206 2.1924 0.9847  -0.20
30 O 0.3769 1.9994 -0.2625  -0.16
31 C 1.3524 3.3531 1.4135  -0.16
32 C 0.6800 4.2310 2.2905  -0.02
33 C 1.3159 5.3576 2.7251  -0.08
34 C 2.5325 5.7741 2.2000  -0.05
35 C 3.1280 4.9102 1.2674  -0.05
36 C 2.6302 3.6295 0.9302  0.02
37 H -0.2332 3.9499 2.7752  0.11
38 H 0.7506 5.9465 3.4039  0.10
39 H 2.9856 6.6819 2.4696  0.09
40 H 4.1367 5.1669 0.9156  0.11
41 H 3.2147 3.0327 0.2567  0.11
42 C 3.4166 -3.6926 0.5908  0.03
43 N 2.2661 -3.4121 -0.2556  -0.01
44 N 1.1668 -2.6901 0.2711  0.07
45 C 0.2640 -2.5524 -0.6938  -0.42
46 O -0.7803 -1.7413 -0.4915  -0.20
47 C 0.6755 -3.1415 -1.8621  0.04
48 C 1.9749 -3.6516 -1.5692  -0.20
49 C 2.9632 -4.2416 -2.5176  0.00
50 C 0.9912 -2.3229 1.6558  -0.20
51 C 1.8328 -1.3724 2.2246  -0.02
52 C 1.4737 -0.8019 3.4628  -0.04
53 C 0.4238 -1.4049 4.1838  -0.07
54 C -0.2399 -2.4925 3.6517  -0.09
55 C -0.0498 -2.9763 2.3469  0.00
56 H 4.0150 -2.7758 0.7111  0.11
57 H 3.9721 -4.3949 -0.0451  0.10
58 H 3.1852 -4.1904 1.5127  0.10
59 H 0.1978 -3.0442 -2.8214  0.11
60 H 3.9709 -3.9649 -2.3288  0.07
61 H 2.7217 -3.7881 -3.5369  0.12
62 H 2.7930 -5.3416 -2.6276  0.11
63 H 2.5072 -0.9065 1.5486  0.07
64 H 2.0002 0.0204 3.8789  0.10
65 H 0.2987 -1.1753 5.1875  0.09
66 H -0.9284 -3.1221 4.3614  0.14
67 H -0.5266 -3.8587 1.8662  0.14
68 S 0.9400 0.0836 -2.8274  0.66
69 C 2.0627 -0.1070 -1.6007  -0.85
70 N 2.7784 -0.1401 -0.6862  0.09

Cartesian forces (eV/Å) of the 2 atoms listed first:
Sc -0.9 -0.8 0.1
C 0.4 0.8 -0.9

Values from the calculation:
E_tot: -85972.58612 eV
relative energy (zero: lowest compared OMol25 entry of this formula, charge and spin): 171.81 kJ/mol
HOMO level: -10.6 eV
net charge: +1
F_max: 4.8 eV/A